Record 1
33
Properties=species:S:1:pos:R:3:forces:R:3 method="wB97M-V/def2-TZVPD" de_lowest_kj_mol=0.0 lumo_energy_ev=-0.8858 total_energy_ha=-1581.1218 orbital_gap_ha=0.32469 smiles="CCOP(=O)(CCC1=C(S)C(=O)OC1=O)OCC"
C 3.598 -1.997 0.323 -0.576 0.647 0.283
C 3.426 -0.847 -0.651 0.792 -0.790 -0.343
O 2.134 -0.846 -1.275 -0.091 0.680 -0.054
P 1.001 -0.089 -0.460 -0.418 -0.944 0.148
O 0.827 -0.621 0.897 -0.114 0.086 0.418
C -0.409 -0.240 -1.560 0.456 0.850 0.074
C -1.575 0.615 -1.045 -0.032 -0.485 -0.675
C -2.769 -0.097 -0.543 -0.288 0.328 0.128
C -2.999 -1.278 0.016 0.128 -0.328 0.547
S -1.881 -2.589 0.348 0.048 -0.486 -0.281
C -4.459 -1.371 0.343 -0.382 -1.379 0.290
O -5.107 -2.329 0.675 0.801 1.624 -0.251
O -4.995 -0.111 0.132 -0.815 -0.119 -0.336
C -4.096 0.611 -0.601 0.254 1.114 -0.613
O -4.363 1.625 -1.195 0.162 -1.146 0.915
O 1.338 1.471 -0.450 0.076 -0.337 -0.217
C 1.681 2.068 0.812 0.191 0.952 -0.009
C 0.474 2.479 1.596 -0.402 -0.517 -0.061
H 3.324 -1.664 1.312 0.022 -0.036 0.426
H 4.613 -2.358 0.322 0.328 -0.206 -0.014
H 2.895 -2.776 0.079 -0.019 -0.477 -0.250
H 3.662 0.104 -0.194 -0.198 0.389 0.144
H 4.136 -0.977 -1.454 0.075 0.077 -0.428
H -0.652 -1.272 -1.732 -0.052 -0.424 0.141
H -0.080 0.164 -2.510 0.077 0.094 -0.293
H -1.237 1.322 -0.300 -0.019 0.219 0.336
H -1.929 1.219 -1.868 -0.140 0.356 -0.186
H -1.634 -2.332 1.638 -0.107 0.231 0.015
H 2.231 2.964 0.559 0.279 0.182 -0.259
H 2.348 1.454 1.394 0.083 -0.561 0.099
H 0.766 2.881 2.553 0.134 0.340 0.282
H -0.116 3.194 1.042 -0.110 0.406 -0.092
H -0.155 1.623 1.797 -0.144 -0.341 0.116

***

Record 2
26
Properties=species:S:1:pos:R:3:forces:R:3 method="wB97M-V/def2-TZVPD" de_lowest_kj_mol=61.8 lumo_energy_ev=1.0228 total_energy_ha=-390.6123 orbital_gap_ha=0.36867 smiles=CCc1ccccc1.CC
C -0.914 1.210 2.568 -1.397 0.987 -0.704
C -2.293 1.680 3.135 0.792 0.038 0.167
C -1.085 0.618 1.172 -0.662 -0.426 0.376
C -2.199 -0.194 0.882 0.391 0.260 -0.228
C -0.157 0.834 0.165 0.195 -0.029 0.700
C -2.354 -0.706 -0.393 0.142 0.234 -0.952
C -0.335 0.328 -1.109 0.308 -0.235 -0.742
C -1.478 -0.373 -1.439 -0.419 -0.708 1.514
H -0.301 2.107 2.482 0.442 -0.260 0.113
H -0.503 0.496 3.268 0.438 -0.100 0.071
H -2.734 0.823 3.640 -0.611 0.182 -0.181
H -2.951 -0.394 1.629 0.054 -0.124 0.168
H 0.751 1.351 0.457 0.054 0.089 -0.321
H -3.123 -1.408 -0.688 -0.442 0.139 0.493
H 0.476 0.365 -1.823 -0.088 0.495 -0.098
H -1.720 -0.836 -2.380 0.512 0.214 -0.418
H -2.919 2.140 2.372 -0.171 -0.536 -0.201
H -2.200 2.483 3.866 0.377 -0.187 0.287
C 3.170 -0.558 -2.300 -0.798 -0.186 -0.732
C 3.385 -2.068 -2.143 0.179 0.106 0.521
H 2.157 -0.405 -2.676 -0.078 0.087 0.182
H 3.261 -0.009 -1.366 0.084 -0.011 0.037
H 3.760 -0.076 -3.080 0.527 -0.178 0.269
H 3.747 -2.560 -3.038 0.097 0.089 -0.231
H 2.463 -2.579 -1.862 -0.030 0.142 0.028
H 4.096 -2.268 -1.339 0.105 -0.080 -0.118

***

Record 3
26
Properties=species:S:1:pos:R:3:forces:R:3 method="wB97M-V/def2-TZVPD" de_lowest_kj_mol=34.6 lumo_energy_ev=1.0296 total_energy_ha=-390.6227 orbital_gap_ha=0.37130 smiles=Cc1ccccc1.CCC
C -1.213 -0.568 -2.141 0.507 -0.207 -0.024
C 0.118 1.329 -1.099 0.454 -0.614 -0.447
C -0.948 0.435 -1.048 -0.691 0.632 -0.336
C 0.357 2.245 -0.094 -0.233 -0.093 0.346
C -1.857 0.568 -0.005 0.340 -0.215 0.589
C -0.525 2.310 0.970 -0.315 0.483 0.421
C -1.629 1.479 1.024 -0.175 -0.257 -0.418
H 0.791 1.222 -1.942 0.141 0.213 0.023
H 1.211 2.900 -0.063 0.180 0.061 -0.404
H -0.741 -1.521 -1.870 -0.281 0.014 -0.057
H -0.770 -0.287 -3.102 -0.084 0.154 0.199
H -2.708 -0.097 0.063 -0.103 -0.009 -0.107
H -0.403 3.075 1.731 0.159 -0.195 0.023
H -2.335 1.534 1.839 0.000 0.103 0.092
H -2.283 -0.720 -2.289 0.068 -0.066 0.051
C 1.717 -1.449 0.734 -0.286 0.375 0.139
C 1.380 -2.222 2.031 -0.170 0.607 -0.388
C 1.618 -2.329 -0.505 0.444 -0.194 -0.150
H 2.706 -1.010 0.749 0.496 -0.133 0.244
H 1.087 -0.553 0.706 -0.227 -0.341 -0.315
H 2.084 -1.995 2.829 0.165 -0.421 -0.007
H 0.424 -1.855 2.387 -0.314 -0.050 0.143
H 1.544 -1.804 -1.463 -0.176 0.160 0.255
H 0.809 -3.052 -0.415 -0.205 0.072 -0.145
H 1.241 -3.290 1.843 0.436 0.046 0.221
H 2.544 -2.910 -0.583 -0.130 -0.124 0.052

***

Record 4
26
Properties=species:S:1:pos:R:3:forces:R:3 method="wB97M-V/def2-TZVPD" de_lowest_kj_mol=55.9 lumo_energy_ev=1.0101 total_energy_ha=-390.6146 orbital_gap_ha=0.37033 smiles=Cc1ccccc1.CCC
C 3.010 -0.911 0.398 0.035 -0.039 0.383
C 0.681 0.105 -3.053 -0.054 0.654 0.394
C 0.250 0.544 -1.794 1.230 0.067 -1.260
C 1.902 -0.506 -3.197 0.920 -1.077 0.397
C 1.089 0.257 -0.736 -0.440 0.233 1.253
C 2.670 -0.896 -2.098 -0.451 0.801 0.510
C 2.266 -0.475 -0.832 -0.432 -1.067 -0.415
H 0.111 0.344 -3.922 -0.319 0.163 -0.482
H -0.545 1.277 -1.789 -0.367 -0.412 0.573
H 2.335 -0.750 -4.145 -0.305 -0.109 -0.692
H 0.820 0.566 0.268 -0.138 0.208 0.004
H 3.575 -1.484 -2.190 0.019 0.095 -0.247
H 2.475 -0.697 1.324 0.002 0.457 -0.123
H 3.980 -0.423 0.409 0.230 0.034 0.277
H 3.178 -1.988 0.480 0.042 -0.001 -0.543
C -2.169 -0.043 1.918 -0.030 0.415 1.031
C -1.741 1.372 2.347 0.607 0.096 -1.004
C -3.612 -0.092 1.427 0.391 -0.334 -0.511
H -1.446 -0.421 1.210 0.027 -0.293 -0.358
H -2.084 -0.663 2.815 -0.072 -0.192 -0.121
H -2.594 1.995 2.577 -0.179 0.133 0.340
H -3.705 0.215 0.381 -0.018 0.469 0.200
H -4.007 -1.104 1.416 -0.021 -0.200 0.274
H -1.199 1.881 1.538 -0.267 -0.024 -0.062
H -1.022 1.376 3.160 -0.140 -0.119 0.352
H -4.218 0.521 2.088 -0.269 0.042 -0.172

***

Record 5
26
Properties=species:S:1:pos:R:3:forces:R:3 method="wB97M-V/def2-TZVPD" de_lowest_kj_mol=37.1 lumo_energy_ev=1.0188 total_energy_ha=-390.6217 orbital_gap_ha=0.36966 smiles=Cc1ccccc1.CCC
C -0.558 -1.489 1.326 -0.243 -0.311 0.230
C -0.859 -2.573 2.378 1.733 0.493 -0.255
C -0.973 -0.072 1.734 -0.548 -0.623 -0.166
H 0.485 -1.521 0.993 0.026 0.045 0.321
H -1.114 -1.744 0.424 -0.105 0.059 -0.093
H -1.906 -2.841 2.396 -0.137 0.019 0.345
H -0.361 0.462 2.460 0.451 -0.193 -0.216
H -0.435 -2.240 3.332 -0.702 0.041 0.200
H -0.233 -3.441 2.169 -0.385 -0.352 -0.245
H -1.051 0.449 0.792 -0.025 0.783 0.099
H -1.963 -0.101 2.196 -0.136 -0.037 -0.163
C 2.347 0.696 -0.026 0.097 0.001 0.504
C 1.140 0.842 -0.905 0.027 0.377 -0.220
C 0.347 1.988 -0.768 0.648 0.095 -0.170
C 0.840 -0.037 -1.937 -0.488 0.125 0.093
C -0.729 2.243 -1.596 -0.150 -0.405 0.008
C -0.296 0.165 -2.715 0.091 0.106 -0.094
C -1.104 1.277 -2.526 0.211 0.052 -0.025
H 3.139 0.119 -0.495 0.058 0.012 -0.099
H 2.132 0.221 0.937 -0.242 -0.196 -0.169
H 0.703 2.724 -0.059 -0.276 0.135 0.124
H 1.458 -0.885 -2.170 0.293 -0.201 0.158
H -1.264 3.180 -1.548 -0.099 -0.007 0.196
H -0.485 -0.518 -3.533 -0.212 -0.085 0.078
H -1.990 1.420 -3.126 -0.008 0.048 -0.172
H 2.731 1.676 0.266 0.121 0.016 -0.270

***

Record 6
26
Properties=species:S:1:pos:R:3:forces:R:3 method="wB97M-V/def2-TZVPD" de_lowest_kj_mol=55.7 lumo_energy_ev=0.9884 total_energy_ha=-390.6147 orbital_gap_ha=0.36489 smiles=CCc1ccccc1.CC
C -0.822 0.055 1.575 -0.764 -0.537 -0.667
C -2.208 0.418 0.991 0.743 -0.839 1.192
C 0.346 0.562 0.766 0.674 1.157 0.876
C 1.600 0.544 1.392 0.040 -0.689 -0.111
C 0.238 1.294 -0.414 -0.543 -0.382 0.161
C 2.714 1.144 0.842 -0.048 0.443 -0.763
C 1.335 1.935 -0.961 0.458 -0.158 0.002
C 2.576 1.851 -0.348 -0.469 0.008 -0.387
H -0.800 0.387 2.614 0.415 0.409 -0.125
H -0.752 -1.034 1.675 -0.025 -0.028 -0.167
H -2.229 1.456 0.693 -0.182 0.018 -0.658
H 1.698 -0.040 2.297 0.043 0.114 0.229
H -0.730 1.351 -0.893 0.003 0.117 -0.137
H 3.696 1.115 1.269 0.208 -0.258 0.505
H 1.283 2.497 -1.882 -0.322 -0.016 -0.100
H 3.392 2.325 -0.874 0.319 0.012 0.358
H -2.890 0.337 1.815 -0.599 0.021 0.471
H -2.540 -0.357 0.304 0.042 0.567 -0.699
C -2.390 -2.729 -2.140 -0.780 -0.124 0.082
C -1.438 -3.363 -1.149 1.163 0.205 0.497
H -2.031 -2.826 -3.163 0.036 0.152 0.004
H -3.362 -3.224 -2.087 0.033 -0.269 -0.197
H -2.656 -1.688 -1.948 0.465 0.099 0.085
H -0.623 -2.710 -0.819 -0.107 0.367 -0.289
H -0.891 -4.203 -1.579 -0.368 -0.217 -0.017
H -1.872 -3.677 -0.202 -0.435 -0.174 -0.146